(1)
A molecular structure, C30H70Br9NO17P4 at a distorted geometry. Source: the Open Molecules 2025 dataset; level of theory: ωB97M-V/def2-TZVPD.

Results
- Gap between HOMO and LUMO: 9.03 eV
- HOMO: -9.97 eV
- Lowest unoccupied orbital energy: -0.034 Ha
- Total charge: 0

CARTESIAN COORDINATES (ANGSTROEM)
C: 7.69638 10.55494 -32.17723
O: 7.01743 10.19299 -31.22258
N: 7.93701 11.77274 -32.59432
C: 8.71539 12.01988 -33.77409
C: 7.32646 13.00187 -32.09097
H: 8.14607 9.82016 -32.86285
H: 9.35723 11.20947 -34.11960
H: 9.36826 12.86501 -33.55585
H: 8.14645 12.30685 -34.65842
H: 6.68337 13.55013 -32.77940
H: 6.80909 12.88248 -31.13904
H: 8.06238 13.75630 -31.81281
C: 0.33643 6.67440 -27.99442
Br: -0.39897 6.52755 -29.89169
Br: -0.56000 5.27126 -26.91255
Br: 0.20130 8.48400 -27.23030
H: 1.39934 6.44166 -28.05882
C: 3.44234 9.74760 -32.75933
Br: 1.46756 9.87702 -32.12715
Br: 4.00971 11.36352 -33.87720
Br: 3.61878 8.10347 -33.87766
H: 4.14056 9.60175 -31.93513
C: 4.62405 9.62780 -29.06508
Br: 2.94695 8.59627 -29.23289
Br: 5.56989 9.34616 -27.30091
Br: 4.09985 11.52273 -29.33511
H: 5.20863 9.22747 -29.89338
C: 5.38671 11.15835 -24.32830
C: 4.60415 12.09303 -23.46753
O: 4.32176 11.37910 -22.27531
P: 2.95688 10.44891 -22.09416
O: 1.76136 11.05333 -22.63585
O: 3.41780 9.08661 -22.88253
C: 2.55816 7.92332 -22.93005
C: 1.49484 7.97020 -24.04321
O: 2.99277 10.16818 -20.52365
C: 3.97180 9.28225 -20.03652
C: 4.32660 9.60907 -18.56650
H: 6.17688 10.69346 -23.73873
H: 4.74047 10.33481 -24.63206
H: 5.81665 11.50286 -25.26882
H: 5.14929 12.99920 -23.20335
H: 3.67694 12.38833 -23.95865
H: 3.20628 7.05969 -23.07901
H: 2.06787 7.83137 -21.96090
H: 0.70297 7.22958 -23.93130
H: 1.03469 8.95773 -24.00924
H: 1.84451 7.88808 -25.07234
H: 3.49277 8.30348 -20.06178
H: 4.80749 9.29005 -20.73627
H: 3.46216 9.36493 -17.94906
H: 5.14123 8.98021 -18.20732
H: 4.71412 10.62767 -18.54700
C: 8.04997 12.20507 -27.17896
C: 8.36739 11.68890 -28.56535
O: 9.59100 12.19460 -29.15284
P: 10.81731 11.17403 -29.43362
O: 12.00396 11.86034 -30.01464
O: 11.03826 10.39977 -28.02736
C: 11.70583 10.91340 -26.94911
C: 11.34954 10.03754 -25.74717
O: 10.23010 10.00743 -30.34688
C: 10.88192 8.91022 -30.91131
C: 11.62791 9.40558 -32.13084
H: 8.04598 13.29449 -27.14362
H: 7.07808 11.80184 -26.89448
H: 8.70760 12.01848 -26.32995
H: 8.33568 10.60025 -28.60909
H: 7.56260 11.78662 -29.29397
H: 12.77106 10.87862 -27.17751
H: 11.41184 11.95367 -26.80948
H: 11.55971 8.98597 -25.94252
H: 11.72058 10.41486 -24.79424
H: 10.29085 10.25399 -25.60426
H: 11.57837 8.43786 -30.21854
H: 10.13904 8.14613 -31.14024
H: 10.89796 9.87322 -32.79160
H: 12.53215 9.94244 -31.84411
H: 11.94532 8.48921 -32.62848
C: 7.02208 6.60636 -29.56959
C: 7.12806 5.13205 -29.26531
O: 8.41810 4.89985 -28.74015
P: 8.60543 3.71144 -27.66067
O: 7.72294 3.89987 -26.44660
O: 10.22185 3.72952 -27.37271
C: 10.78586 4.58333 -26.44903
C: 11.97117 3.84160 -25.81295
O: 8.37439 2.32181 -28.48885
C: 8.12064 1.11334 -27.91325
C: 9.12831 0.55626 -26.84938
H: 6.03051 6.96904 -29.84042
H: 7.31236 7.16545 -28.68006
H: 7.69519 6.95189 -30.35420
H: 6.32488 4.75975 -28.62938
H: 7.00595 4.54408 -30.17497
H: 11.03999 5.51920 -26.94667
H: 10.08802 4.77767 -25.63455
H: 12.35408 4.53038 -25.05991
H: 11.67444 2.90667 -25.33757
H: 12.92497 3.75970 -26.33417
H: 7.13228 1.15520 -27.45555
H: 8.06043 0.27761 -28.61041
H: 8.74156 -0.41343 -26.53599
H: 10.05820 0.38708 -27.39234
H: 9.35337 1.09924 -25.93143
C: 3.42471 18.61765 -34.56163
C: 2.91182 17.39314 -33.75151
O: 2.63886 17.96416 -32.49826
P: 2.10619 16.99608 -31.32453
O: 2.00108 17.59740 -29.99033
O: 3.12733 15.76618 -31.40310
C: 2.99254 14.46879 -30.79236
C: 1.90796 13.62916 -31.50356
O: 0.72256 16.35055 -31.89743
C: -0.38412 17.22855 -31.97132
C: -1.50431 16.58990 -32.77222
H: 4.19183 19.13386 -33.98443
H: 3.87329 18.26415 -35.49002
H: 2.60602 19.30861 -34.76268
H: 2.07967 16.86208 -34.21366
H: 3.72061 16.67155 -33.63639
H: 3.92469 13.90673 -30.84949
H: 2.74815 14.45449 -29.73020
H: 2.13747 12.56751 -31.41244
H: 0.99517 13.83273 -30.94367
H: 1.94681 13.92643 -32.55152
H: -0.74683 17.33186 -30.94864
H: -0.05661 18.18761 -32.37263
H: -1.71046 15.59089 -32.38808
H: -2.46527 17.09518 -32.67552
H: -1.17756 16.52398 -33.81001

=====

(2)
A molecular structure, C30H70F21N9O14P2S2 at a distorted geometry. Source: the Open Molecules 2025 dataset; level of theory: ωB97M-V/def2-TZVPD.

Results
- Gap between HOMO and LUMO: 5.25 eV
- HOMO: -15.08 eV
- Lowest unoccupied orbital energy: -0.361 Ha
- Total charge: +4

CARTESIAN COORDINATES (ANGSTROEM)
C: -1.31974 -1.66492 0.56113
F: -0.18512 -2.33145 0.91414
F: -1.86109 -2.39332 -0.42073
F: -2.22774 -1.69567 1.60191
S: -1.06665 0.15803 -0.11450
O: -0.29601 -0.03407 -1.36061
O: -2.43032 0.61736 -0.39069
N: -0.36669 1.07551 1.26207
S: 1.18452 1.03572 1.21704
O: 1.66568 1.18300 2.61002
O: 1.90447 0.00946 0.37149
C: 1.46200 2.73733 0.32735
F: 2.85252 2.91699 0.10756
F: 0.72236 2.78431 -0.76049
F: 0.93842 3.73427 1.08975
C: -1.20325 -1.03627 -5.57164
C: -2.24898 -1.02950 -4.38688
O: -2.21473 -0.04908 -3.68738
N: -3.13719 -2.23449 -4.10938
H: -3.74867 -2.30759 -4.90991
H: -2.68576 -3.13439 -4.02900
C: -4.03340 -2.02790 -2.96402
H: -0.29810 -1.53445 -5.22433
H: -0.86256 -0.03228 -5.82471
H: -1.65403 -1.62325 -6.37186
H: -3.39751 -1.63254 -2.17191
H: -4.57419 -2.91300 -2.62897
H: -4.61768 -1.14007 -3.20581
C: 4.00590 -1.29755 -2.04487
C: 4.47117 -1.24307 -3.54478
O: 5.20805 -2.03049 -4.08681
N: 3.81854 -0.14706 -4.42409
H: 4.20226 0.72417 -4.08671
H: 4.06336 -0.12632 -5.40375
C: 2.32073 -0.17706 -4.44147
H: 2.95806 -1.55164 -1.88496
H: 4.32682 -0.38821 -1.53672
H: 4.60269 -2.16922 -1.77628
H: 1.97389 0.75222 -4.89339
H: 1.90374 -0.17936 -3.43438
H: 2.05003 -1.09610 -4.96126
C: -5.61717 -6.01876 0.33114
C: -4.53369 -5.12277 -0.27144
O: -4.58027 -3.92192 -0.46061
N: -3.29712 -5.88568 -0.74994
H: -3.74227 -6.74538 -1.03779
H: -2.93126 -5.58896 -1.64336
C: -2.28227 -6.11332 0.41336
H: -5.23715 -6.74896 1.04563
H: -5.99679 -6.58573 -0.51889
H: -6.51292 -5.51777 0.69822
H: -2.75812 -6.32222 1.37149
H: -1.66715 -5.21494 0.46489
H: -1.58990 -6.92446 0.18802
C: 3.26465 -0.79157 5.79855
C: 1.85815 -0.39634 5.73709
O: 1.51061 0.70931 6.18037
N: 0.83888 -1.42709 5.25375
H: 1.36794 -2.27591 5.39408
H: 0.28066 -1.37210 6.09368
C: 0.33337 -1.36276 3.82852
H: 3.41761 -1.67993 6.41136
H: 3.92749 -0.01773 6.18576
H: 3.48643 -1.03417 4.75929
H: -0.22953 -2.27867 3.64869
H: 1.17220 -1.35666 3.13251
H: -0.27067 -0.45648 3.87218
C: 2.20561 5.37234 -3.07086
C: 2.84536 6.35358 -2.02955
O: 2.18101 6.68188 -1.01569
N: 4.29481 6.79553 -2.30574
H: 4.72208 6.23542 -3.02950
H: 4.20901 7.64523 -2.84496
C: 5.11175 6.81309 -0.94618
H: 2.16125 4.36313 -2.66146
H: 2.83522 5.60973 -3.92838
H: 1.18249 5.74678 -3.10452
H: 4.71599 7.49199 -0.19081
H: 6.13318 7.14210 -1.13731
H: 5.00677 5.80592 -0.54286
C: 4.49594 7.25668 5.71254
C: 3.44511 6.22172 5.48855
O: 3.18309 5.38042 6.35291
N: 2.66575 6.22039 4.20447
H: 1.67542 6.17818 4.39828
H: 2.80951 7.16914 3.88933
C: 3.09273 5.13093 3.22070
H: 5.43102 6.90869 5.27366
H: 4.61003 7.54309 6.75803
H: 4.04041 8.09798 5.19024
H: 2.95680 4.16782 3.71269
H: 4.16462 5.16542 3.02584
H: 2.63493 5.18812 2.23316
C: -6.08903 4.84978 -3.52940
C: -4.55926 4.66379 -3.43937
O: -3.77867 5.34270 -4.14933
N: -4.09421 3.79006 -2.32519
H: -4.03630 4.34386 -1.48254
H: -4.75812 3.04987 -2.14790
C: -2.76640 3.01203 -2.56269
H: -6.41750 5.72645 -2.97114
H: -6.56368 3.91228 -3.23973
H: -6.40153 4.96889 -4.56683
H: -2.51323 2.55507 -1.60603
H: -2.08300 3.76811 -2.94922
H: -2.96489 2.30241 -3.36590
C: -3.23019 0.78299 3.35137
C: -2.46862 1.90009 3.88109
O: -2.26909 2.23240 5.01278
N: -1.70429 2.72107 2.76912
H: -1.12100 3.41275 3.21795
H: -1.16265 2.08298 2.20382
C: -2.66644 3.49137 1.97897
H: -4.11849 0.67015 3.97290
H: -2.80480 -0.21936 3.40065
H: -3.68261 1.02100 2.38868
H: -3.31056 4.22017 2.47096
H: -3.16345 2.76979 1.33059
H: -2.00938 4.15622 1.41830
C: -0.97517 -5.19288 -3.53744
O: -0.97663 -6.59002 -3.18211
O: -2.38779 -5.04373 -3.44924
C: 0.08788 -4.24453 -2.82765
F: -0.04350 -4.22859 -1.45136
F: 1.33188 -4.66878 -3.05457
F: -0.09295 -2.93481 -3.18965
C: 0.02630 -7.41660 -3.60683
C: -0.19590 -8.75633 -2.92398
H: -0.36499 -8.59879 -1.85875
H: -1.13377 -9.15896 -3.30659
H: 0.58610 -9.49365 -3.10540
H: 1.03545 -7.06441 -3.39308
H: 0.17021 -7.39511 -4.68707
H: -0.66432 -5.06178 -4.57391
P: 5.32400 -0.64407 2.40929
F: 4.36617 0.48913 3.22542
F: 4.02286 -1.65599 2.46123
F: 4.81457 0.11226 0.96193
F: 6.09285 -1.76632 1.50804
F: 6.58350 0.38691 2.52301
F: 5.82970 -1.38784 3.82149
P: -2.62451 -4.55468 3.97023
F: -1.12785 -4.38723 4.69894
F: -1.79775 -4.15766 2.63056
F: -2.20826 -6.11844 3.82763
F: -4.00617 -4.90294 3.20805
F: -3.21185 -4.89441 5.41690
F: -2.95007 -2.93911 4.23365

=====

(3)
3 unconnected molecules or ions with the total composition C30H70FN9O2P3 at a distorted geometry. Source: the Open Molecules 2025 dataset; level of theory: ωB97M-V/def2-TZVPD.

Results
- Gap between HOMO and LUMO: 5.20 eV
- HOMO: -9.20 eV
- Lowest unoccupied orbital energy: -0.147 Ha
- Total charge: +1

CARTESIAN COORDINATES (ANGSTROEM)
C: -2.60241 -1.51645 -3.58563
C: -2.63968 -0.36878 -4.75244
C: -1.23321 0.43533 -4.99440
C: 0.11401 -0.53815 -4.98032
C: -1.05638 1.78651 -4.03839
C: -0.89602 1.72383 -2.38299
N: -0.89365 0.42038 -1.61335
N: -0.75381 3.00198 -1.52980
C: -0.74315 4.40171 -2.10248
P: -0.60083 5.89355 -0.85988
C: -2.41275 6.45537 -0.48705
C: -2.48666 7.84961 0.40406
C: 0.28307 5.32361 0.76509
C: -0.81091 4.80274 1.87061
C: -0.83710 4.67105 -3.71668
C: -0.80485 6.21413 -4.26899
C: 0.57710 7.03832 -3.95581
C: 1.84728 6.11575 -3.48344
F: 0.28536 8.18537 -3.01734
C: -0.99780 3.32379 -4.69489
C: -1.09024 3.63800 -6.31089
N: -2.46660 4.19093 -6.73754
C: -3.59410 3.38630 -6.12967
H: -1.56566 -1.67627 -3.06827
H: -3.33990 -1.14086 -2.72522
H: -3.09241 -2.50113 -4.00744
H: -3.46487 0.41246 -4.47369
H: -3.00679 -0.88775 -5.76306
H: -1.28537 0.86154 -6.10852
H: -0.18474 -1.62247 -5.35514
H: 0.87050 -0.10091 -5.76668
H: 0.56380 -0.67815 -3.90576
H: -0.11094 -0.21405 -1.88461
H: -0.76378 0.60261 -0.57398
H: -0.65815 2.89192 -0.47856
H: -2.98666 6.63232 -1.51358
H: -3.03237 5.59775 0.06331
H: -3.51872 7.85925 0.96780
H: -1.62150 7.94490 1.20015
H: -2.49684 8.78949 -0.32955
H: 0.95518 6.20045 1.16012
H: 1.01432 4.42789 0.47086
H: -0.25574 4.58251 2.89390
H: -1.56700 5.69310 2.06225
H: -1.34310 3.86033 1.41678
H: -1.00901 6.32155 -5.43211
H: -1.69500 6.81507 -3.74769
H: 0.91309 7.56854 -4.97133
H: 1.90799 5.93159 -2.31872
H: 1.90814 5.06702 -4.01899
H: 2.82893 6.69981 -3.80885
H: -0.71861 2.76802 -6.99941
H: -0.33862 4.54542 -6.50305
H: -2.54168 5.20830 -6.51813
H: -4.59519 3.77947 -6.64772
H: -3.76175 3.59896 -4.96696
H: -3.55360 2.23136 -6.37582
O: 0.85999 -3.15974 -0.97070
P: 0.45834 -4.65402 -1.02558
N: -0.70382 -4.45650 0.17196
C: -0.64283 -4.68112 1.59856
C: -1.98745 -3.90037 -0.22964
N: 2.00419 -5.18048 -0.47333
C: 2.32292 -5.98293 0.69671
C: 3.11922 -4.23595 -0.65223
N: -0.00342 -6.37193 -1.08867
C: -0.60677 -6.63169 -2.40587
C: -0.70046 -7.19538 -0.10836
H: -1.41327 -5.39693 1.91466
H: -0.82083 -3.75134 2.15518
H: 0.30504 -5.06696 1.94237
H: -2.60185 -4.66834 -0.71028
H: -1.85122 -3.08214 -0.94423
H: -2.56117 -3.49510 0.61111
H: 2.24983 -5.40889 1.62341
H: 3.35378 -6.35250 0.64465
H: 1.73233 -6.89335 0.77769
H: 3.09589 -3.44405 0.11178
H: 3.09256 -3.77657 -1.64345
H: 4.09536 -4.72967 -0.58530
H: -1.59831 -6.17391 -2.47870
H: -0.70164 -7.70348 -2.61121
H: 0.01783 -6.21102 -3.19915
H: -1.76775 -6.94306 -0.03072
H: -0.26281 -7.15402 0.88622
H: -0.63488 -8.25255 -0.39946
O: 0.15707 -3.08339 6.70860
P: 0.92983 -1.92631 6.02945
N: 2.13904 -2.96005 5.48821
C: 3.42847 -3.28854 6.05285
C: 1.86535 -3.73563 4.28745
N: 1.24840 -1.14088 7.53059
C: 2.53300 -0.78689 8.11284
C: 0.35942 -1.48747 8.65177
N: 1.81824 -0.59608 5.24867
C: 0.99196 -0.08618 4.14244
C: 3.21458 -0.51019 4.83902
H: 4.23456 -3.06818 5.34043
H: 3.49615 -4.35791 6.29340
H: 3.65835 -2.75501 6.96282
H: 1.98752 -3.11290 3.39551
H: 0.83864 -4.11577 4.29468
H: 2.52440 -4.60396 4.17828
H: 3.05475 -1.65568 8.52102
H: 2.40146 -0.08758 8.94689
H: 3.18872 -0.24735 7.43229
H: 0.62749 -2.46320 9.08472
H: -0.68579 -1.51306 8.33375
H: 0.40128 -0.74651 9.45818
H: 0.96631 -0.79959 3.31273
H: 1.35726 0.87495 3.76467
H: -0.03587 0.07576 4.47967
H: 3.43309 -1.13178 3.95888
H: 3.91722 -0.76916 5.62749
H: 3.45967 0.52760 4.57523

=====

Question: The highest gap between HOMO and LUMO belongs to which entry?
Answer: C30H70Br9NO17P4

=====

Question: Number 1 is which compound?
Answer: C30H70Br9NO17P4

=====

Question: Among the records above, which one has the lowest total charge?
Answer: C30H70Br9NO17P4

=====

Question: Which value of gap between HOMO and LUMO does entry 3 give?
Answer: 5.20 eV